No. 1
{
  "formula": "C6H3CdFN2S",
  "method": "wB97M-V/def2-TZVPD",
  "total_charge": 2,
  "gap_ev": 4.05,
  "homo_ev": -16.64,
  "largest_force_ev_per_a": 7.498,
  "symbols": ["F", "C", "C", "C", "C", "C", "N", "S", "N", "C", "H", "H", "H", "Cd"],
  "positions_angstrom": [[0.310, -2.947, -0.229], [0.253, -1.460, -0.085], [1.581, -0.481, 0.028], [1.502, 1.156, 0.231], [0.038, 1.923, 0.298], [-1.292, 0.928, 0.141], [-2.685, 1.516, 0.193], [-3.662, 0.072, -0.006], [-2.594, -1.315, -0.125], [-1.215, -0.702, -0.029], [2.642, -0.971, -0.026], [2.499, 1.762, 0.329], [-0.116, 3.074, 0.441], [2.738, -2.555, -1.162]],
  "nbo_charge": [-0.3311, 0.4594, -0.3082, -0.2188, 0.0028, 0.1152, -0.4369, 1.0161, -0.4258, 0.0133, 0.1417, 0.3107, 0.3191, 1.3424]
}

=====

No. 2
{
  "formula": "C6H3Cl2DyHoNO3S",
  "method": "wB97M-V/def2-TZVPD",
  "total_charge": 4,
  "gap_ev": [3.64, 6.05],
  "multiplicity": 10,
  "homo_ev": [-22.25, -22.25],
  "largest_force_ev_per_a": 7.493,
  "s2": 25.105,
  "symbols": ["Dy", "Ho", "Cl", "Cl", "C", "C", "C", "O", "O", "O", "S", "C", "C", "N", "C", "H", "H", "H"],
  "positions_angstrom": [[0.192, -1.081, -3.597], [0.101, -0.303, 0.359], [-1.105, 0.452, -1.901], [1.332, -1.988, -1.497], [-0.954, -1.614, 2.022], [-0.195, -0.147, -5.884], [0.167, -2.477, -5.653], [-1.359, -1.678, 3.101], [-0.434, 0.213, -6.947], [0.091, -2.858, -6.751], [-0.634, 2.774, 3.583], [0.865, 2.015, 4.161], [1.081, 0.803, 3.529], [0.298, 0.684, 2.350], [-0.812, 1.527, 2.407], [1.413, 2.477, 4.985], [1.741, -0.040, 3.754], [-1.787, 1.243, 1.977]],
  "mulliken_spin": [5.1262, 4.0015, -0.0494, -0.0954, -0.0064, 0.0153, 0.0034, 0.0030, 0.0010, 0.0017, -0.0019, -0.0005, -0.0011, 0.0022, 0.0019, -0.0002, -0.0001, -0.0013]
}